No. 1
This record from the OMol25 dataset describes a molecular structure, C23H37BN5O9P2SV. The level of theory is ωB97M-V/def2-TZVPD.

CARTESIAN COORDINATES (ANGSTROEM)
V (0.3746, 1.2828, -0.6366)
C (1.0241, -0.8921, 4.7967)
N (0.7239, 0.1810, 3.8610)
C (0.0556, 1.3378, 4.4490)
P (0.5821, -0.1191, 2.2657)
O (0.4957, 1.1578, 1.5193)
O (-0.7969, -0.9720, 2.0687)
P (-1.6545, -0.9825, 0.6847)
O (-0.9817, -0.1621, -0.3603)
N (-1.7330, -2.5496, 0.2809)
C (-2.0052, -2.9199, -1.1125)
C (-1.8533, -3.6289, 1.2480)
N (-3.1194, -0.3784, 1.0486)
C (-3.2170, 1.0470, 1.3641)
C (-4.1885, -1.2007, 1.5924)
N (1.7243, -1.1671, 1.7827)
C (3.0512, -0.6563, 1.4148)
C (1.5459, -2.6051, 1.6614)
H (1.6120, -0.4940, 5.6247)
H (1.6128, -1.6656, 4.3072)
H (0.1135, -1.3427, 5.2057)
H (0.6746, 1.7288, 5.2574)
H (-0.9240, 1.0723, 4.8599)
H (-0.0654, 2.1122, 3.6961)
H (-1.8522, -2.0670, -1.7738)
H (-3.0315, -3.2820, -1.2187)
H (-1.3182, -3.7160, -1.4068)
H (-1.7119, -3.2609, 2.2621)
H (-1.0979, -4.3919, 1.0447)
H (-2.8371, -4.1024, 1.1838)
H (-2.4362, 1.6028, 0.8500)
H (-3.1350, 1.2213, 2.4421)
H (-4.1793, 1.4225, 1.0163)
H (-4.1390, -2.2073, 1.1840)
H (-5.1451, -0.7673, 1.2996)
H (-4.1543, -1.2540, 2.6860)
H (3.0562, 0.4308, 1.4213)
H (3.3002, -0.9672, 0.3986)
H (3.8069, -1.0362, 2.1066)
H (0.7221, -2.9517, 2.2813)
H (2.4572, -3.1029, 1.9988)
H (1.3514, -2.9012, 0.6259)
C (3.9661, -4.6616, -3.1911)
C (2.9853, -3.5266, -3.3041)
C (2.2639, -3.0930, -2.1926)
C (1.3901, -2.0229, -2.2806)
C (1.2173, -1.3746, -3.4983)
C (1.9228, -1.7945, -4.6138)
C (2.7997, -2.8655, -4.5117)
S (0.1211, 0.0344, -3.6204)
O (-1.1643, -0.3853, -3.1190)
O (0.2177, 0.4650, -4.9911)
N (0.7310, 1.0999, -2.6107)
C (2.0582, 1.6114, -2.9722)
C (2.9384, 1.6000, -1.7250)
O (4.1436, 1.5961, -1.7661)
O (2.2399, 1.6120, -0.5939)
H (3.7272, -5.3103, -2.3484)
H (4.9785, -4.2805, -3.0417)
H (3.9730, -5.2667, -4.0976)
H (2.4042, -3.6102, -1.2494)
H (0.8322, -1.6784, -1.4151)
H (1.7692, -1.2764, -5.5505)
H (3.3514, -3.1908, -5.3860)
H (1.9858, 2.6466, -3.3193)
H (2.5505, 1.0399, -3.7595)
O (-1.9007, 3.5363, -0.8509)
B (-0.5944, 3.2375, -0.4167)
O (-0.0708, 4.3604, 0.2424)
C (-1.0434, 5.3248, 0.2015)
C (-1.0120, 6.6042, 0.7082)
C (-2.1587, 7.3775, 0.5286)
C (-3.2743, 6.8754, -0.1326)
C (-3.2919, 5.5778, -0.6438)
C (-2.1543, 4.8256, -0.4583)
H (-0.1364, 6.9846, 1.2161)
H (-2.1776, 8.3902, 0.9090)
H (-4.1455, 7.5044, -0.2590)
H (-4.1504, 5.1804, -1.1677)

Cartesian forces (eV/Å) of the 3 atoms listed first:
V 0.26 0.31 -0.08
C 0.01 0.00 0.00
N -0.01 -0.11 0.05

2S+1 ... 3
Total energy ... -106114.8867 eV
Highest occupied orbital energy (alpha / beta) ... -7.606 / -8.316 eV
ΔE to the lowest compared entry with this formula, charge and spin ... 0.071 eV

No. 2
This record from the OMol25 dataset describes 2 unconnected molecules or ions with the total composition C2H6O2Si at a distorted geometry. The level of theory is ωB97M-V/def2-TZVPD.

CARTESIAN COORDINATES (ANGSTROEM)
C (-2.0263, -0.5673, -0.4498)
C (-1.7605, 0.1647, 0.6099)
O (2.4665, -1.0360, -0.1328)
O (1.9210, 0.2441, -0.5385)
Si (1.0071, 1.1153, 0.4597)
H (-2.8443, -1.2271, -0.4149)
H (-1.5061, -0.3750, -1.3936)
H (-2.2222, -0.0418, 1.5458)
H (2.4249, -1.4211, -1.0284)
H (1.1789, 2.1837, -0.5671)
H (1.3609, 0.9604, 1.9098)

Cartesian forces (eV/Å) of the 3 atoms listed first:
C 0.88 1.42 -0.56
C 3.37 0.48 -0.53
O -0.52 0.28 -0.75

Total energy ... -14137.2057 eV
Highest occupied orbital energy (alpha / beta) ... -8.128 / -8.131 eV
ΔE to the lowest compared entry with this formula, charge and spin ... 7.892 eV

No. 3
This record from the OMol25 dataset describes a molecular structure, C3H3LuO2 at a distorted geometry. The level of theory is ωB97M-V/def2-TZVPD.

CARTESIAN COORDINATES (ANGSTROEM)
C (-0.1714, -0.6266, 1.6773)
C (0.7956, -0.0925, 0.7363)
H (1.3187, 0.8087, 1.1077)
H (-1.1104, -0.0558, 1.5612)
H (1.5449, -0.8881, 0.5453)
O (-1.5688, 0.0036, -1.7275)
C (-1.2146, -0.1025, -0.5358)
O (0.1798, 0.2252, -0.5080)
Lu (0.2262, 0.7279, -2.8565)

Cartesian forces (eV/Å) of the 3 atoms listed first:
C -0.87 0.49 1.28
C 1.53 -1.00 0.44
H -0.25 -0.41 0.40

Net charge ... +1
2S+1 ... 2
Total energy ... -40859.9607 eV
Highest occupied orbital energy (alpha / beta) ... -12.168 / -12.133 eV
ΔE to the lowest compared entry with this formula, charge and spin ... 3.730 eV

No. 4
This record from the OMol25 dataset describes 2 unconnected molecules or ions with the total composition Cl2H4Si2 at a distorted geometry. The level of theory is ωB97M-V/def2-TZVPD.

CARTESIAN COORDINATES (ANGSTROEM)
Si (0.5424, -0.2517, 0.5642)
Si (-3.0789, 0.0363, -0.8424)
Cl (-3.5641, 1.7841, 0.2536)
Cl (-3.1430, -1.4175, 0.5395)
H (-0.6038, -0.1540, 1.3879)
H (0.5805, -1.4353, -0.2517)
H (1.3566, 0.8856, 0.2795)
H (-4.0451, -0.4060, -1.8118)

Cartesian forces (eV/Å) of the 3 atoms listed first:
Si 0.06 -0.48 -0.08
Si 0.90 1.31 0.90
Cl 0.02 -0.60 -0.76

Total energy ... -40863.4512 eV
Highest occupied orbital energy (alpha / beta) ... -7.482 / -8.531 eV
ΔE to the lowest compared entry with this formula, charge and spin ... 3.031 eV

No. 5
This record from the OMol25 dataset describes a molecular structure, C11H18F9I2LuO2P2 at a distorted geometry. The level of theory is ωB97M-V/def2-TZVPD.

CARTESIAN COORDINATES (ANGSTROEM)
I (-2.2313, 1.1734, -1.5628)
I (2.6594, 0.7156, -1.9911)
Lu (0.5841, 0.0551, -0.2545)
P (0.2951, 2.4432, 1.0431)
C (-0.3208, 3.8477, 0.0770)
C (-0.7403, 2.2845, 2.5375)
H (-0.4620, 3.1071, 3.2082)
H (1.7732, 3.8826, 2.2899)
H (-0.4972, 1.3174, 3.0047)
H (2.3525, 2.2090, 2.4532)
H (-1.3805, 3.7663, -0.2019)
H (-1.8215, 2.3168, 2.3425)
C (1.9180, 2.9409, 1.7522)
H (-0.1614, 4.6896, 0.7589)
H (2.6504, 3.0894, 0.9485)
H (0.2675, 3.9799, -0.8459)
P (-0.3621, -2.1824, -1.5048)
C (-1.1458, -1.9652, -3.1236)
C (1.0218, -3.3745, -1.7235)
H (-1.1191, -3.0624, 0.5902)
H (-1.4939, -4.1596, -0.7902)
H (-2.5408, -2.7426, -0.4446)
C (-1.5084, -3.1203, -0.4385)
H (1.5139, -3.6763, -0.7840)
H (0.6178, -4.2726, -2.2010)
H (-1.2479, -2.9991, -3.4696)
H (-0.4940, -1.3902, -3.8024)
H (1.7972, -2.9379, -2.3660)
H (-2.1238, -1.4653, -3.0831)
C (-1.8093, 0.0509, 0.3766)
O (-2.5109, -0.3217, 1.2345)
F (-0.3716, -2.9221, 2.6417)
C (0.9943, -3.0300, 2.6186)
F (1.4260, -3.7081, 3.7125)
F (1.2660, -3.7958, 1.5212)
C (1.6495, -1.6155, 2.5090)
O (1.1972, -0.9423, 1.3789)
C (1.2993, -0.8422, 3.8185)
F (1.7310, -1.5025, 4.9232)
F (1.8556, 0.4039, 3.8363)
F (-0.0504, -0.6231, 3.9010)
C (3.1606, -1.7426, 2.3501)
F (3.7180, -2.3952, 3.4034)
F (3.4673, -2.3987, 1.1982)
F (3.7313, -0.5137, 2.2261)

Cartesian forces (eV/Å) of the 3 atoms listed first:
I 0.00 0.35 -0.06
I -0.04 0.06 -0.15
Lu 1.01 -0.01 0.98

Net charge ... +2
Total energy ... -108636.0546 eV
Highest occupied orbital energy (alpha / beta) ... -15.322 / -16.155 eV
ΔE to the lowest compared entry with this formula, charge and spin ... 2.339 eV

No. 6
This record from the OMol25 dataset describes 2 unconnected molecules or ions with the total composition C2H9N3O at a distorted geometry. The level of theory is ωB97M-V/def2-TZVPD.

CARTESIAN COORDINATES (ANGSTROEM)
C (-1.1977, -1.3158, -0.5824)
C (0.1936, -0.8537, -0.6648)
N (-2.1548, -0.6122, -1.1240)
N (-1.4601, -2.4243, 0.0538)
N (1.8313, 1.9906, 0.7513)
O (0.9361, -1.6133, -1.3692)
H (-3.0488, -1.0171, -0.8259)
H (-2.1047, 0.3613, -1.4072)
H (-2.4621, -2.6064, 0.1565)
H (2.8612, 1.8943, 0.6739)
H (-0.7537, -3.0892, 0.4735)
H (1.3707, 2.8724, 0.3057)
H (1.3859, 1.1644, 0.5131)
H (1.6020, 2.0492, 1.8414)
H (1.9241, -1.5244, -1.3838)

Cartesian forces (eV/Å) of the 3 atoms listed first:
C 1.29 -0.46 -0.92
C 1.97 1.02 0.51
N -1.26 -0.45 0.88

Net charge ... +2
Total energy ... -8718.7466 eV
Highest occupied orbital energy ... -17.886 eV
ΔE to the lowest compared entry with this formula, charge and spin ... 0.816 eV

No. 7
This record from the OMol25 dataset describes a molecular structure, C44H49NP2PtSeSi. The level of theory is ωB97M-V/def2-TZVPD.

CARTESIAN COORDINATES (ANGSTROEM)
Pt (0.5869, 0.1421, 0.2362)
C (-2.1348, 1.8583, 1.2019)
C (-1.7665, 2.3540, -0.1942)
P (-1.1205, 0.8439, -1.0366)
C (-0.6223, 1.4293, -2.6782)
C (-1.0253, 0.7630, -3.8329)
C (-0.6339, 1.2289, -5.0790)
C (0.1651, 2.3581, -5.1822)
C (0.5749, 3.0239, -4.0350)
C (0.1815, 2.5632, -2.7886)
C (-2.6487, -0.0714, -1.3371)
C (-3.6953, 0.4702, -2.0845)
C (-4.8712, -0.2411, -2.2397)
C (-5.0089, -1.4956, -1.6526)
C (-3.9721, -2.0342, -0.9107)
C (-2.7918, -1.3200, -0.7479)
P (-0.6238, 1.0964, 1.9516)
C (-0.0348, 2.3828, 3.0970)
C (-0.8882, 3.0849, 3.9544)
C (-0.3911, 4.0688, 4.7897)
C (0.9649, 4.3738, 4.7768)
C (1.8127, 3.6984, 3.9174)
C (1.3138, 2.7118, 3.0763)
C (-1.4151, -0.2392, 2.9304)
C (-2.2687, 0.0266, 3.9994)
C (-2.9262, -1.0048, 4.6531)
C (-2.7557, -2.3187, 4.2382)
C (-1.9356, -2.5927, 3.1545)
C (-1.2753, -1.5594, 2.5060)
H (-2.8630, 1.0484, 1.1078)
H (-2.5667, 2.6146, 1.8558)
H (-0.9795, 3.1081, -0.1628)
H (-2.6187, 2.7590, -0.7425)
H (-1.6372, -0.1290, -3.7607)
H (-0.9467, 0.6998, -5.9705)
H (0.4739, 2.7166, -6.1557)
H (1.2060, 3.9002, -4.1076)
H (0.5224, 3.0821, -1.9004)
H (-3.5856, 1.4375, -2.5622)
H (-5.6830, 0.1789, -2.8196)
H (-5.9301, -2.0503, -1.7804)
H (-4.0684, -3.0139, -0.4619)
H (-1.9758, -1.7242, -0.1611)
H (-1.9540, 2.8885, 3.9705)
H (-1.0632, 4.6020, 5.4500)
H (1.3523, 5.1434, 5.4327)
H (2.8693, 3.9337, 3.8969)
H (1.9619, 2.1792, 2.4031)
H (-2.4356, 1.0398, 4.3415)
H (-3.5756, -0.7776, 5.4887)
H (-3.2660, -3.1222, 4.7540)
H (-1.8039, -3.6105, 2.8060)
H (-0.6569, -1.7838, 1.6448)
C (-2.4414, -3.8111, -5.2818)
C (-1.4624, -3.3817, -4.2228)
C (-0.3841, -2.5599, -4.5249)
C (0.5350, -2.1692, -3.5550)
C (1.7606, -1.3983, -3.9617)
C (0.3257, -2.5439, -2.2209)
Se (1.5193, -1.8700, -0.8585)
C (-0.7168, -3.4258, -1.9073)
C (-0.9495, -3.9684, -0.5192)
C (-1.5868, -3.8304, -2.9157)
H (-2.3232, -3.2208, -6.1906)
H (-3.4706, -3.6984, -4.9353)
H (-2.2981, -4.8615, -5.5450)
H (-0.2269, -2.2442, -5.5526)
H (1.8989, -1.4381, -5.0428)
H (2.6448, -1.8088, -3.4750)
H (1.7065, -0.3482, -3.6565)
H (-0.4253, -3.3813, 0.2352)
H (-0.5776, -4.9935, -0.4491)
H (-2.0171, -3.9899, -0.2835)
H (-2.4030, -4.5017, -2.6608)
C (3.4548, 3.0178, 0.5078)
Si (3.6130, 1.1651, 0.1518)
C (3.3345, 1.0081, -1.6943)
C (5.4347, 0.7302, 0.3580)
N (2.5174, 0.2139, 1.1073)
C (2.7836, -0.2583, 2.3779)
C (2.0094, -1.2773, 2.9557)
C (2.1942, -1.6992, 4.2604)
C (3.1834, -1.1334, 5.0545)
C (3.9834, -0.1461, 4.4960)
C (3.7955, 0.2849, 3.1930)
H (4.0958, 3.5742, -0.1824)
H (3.7538, 3.2869, 1.5229)
H (2.4241, 3.3609, 0.3647)
H (4.0826, 1.6421, -2.1819)
H (2.3489, 1.3256, -2.0360)
H (3.4824, -0.0218, -2.0214)
H (5.9605, 1.2577, -0.4443)
H (5.6158, -0.3388, 0.2239)
H (5.8929, 1.0366, 1.2985)
H (1.2860, -1.7671, 2.3265)
H (1.5596, -2.4865, 4.6527)
H (3.3328, -1.4565, 6.0762)
H (4.7641, 0.3160, 5.0898)
H (4.4191, 1.0882, 2.8162)

Cartesian forces (eV/Å) of the 3 atoms listed first:
Pt 0.25 -0.11 0.39
C 0.06 -0.08 -0.09
C -0.10 -0.21 0.01

Total energy ... -142966.3464 eV
Highest occupied orbital energy ... -6.723 eV